[1]
{"formula": "C29H24N5O11", "method": "ωB97M-V/def2-TZVPD", "total_energy_ha": -2220.31858, "homo_energy_ev": -11.837, "orbital_gap_ev": 7.4, "lumo_ev": -4.3918, "spin_multiplicity": 1, "charge": 1, "max_force_ev_per_a": 4.512, "symbols": ["N", "C", "O", "C", "C", "N", "C", "N", "C", "O", "N", "O", "N", "H", "H", "H", "H", "H", "H", "H", "H", "C", "C", "C", "O", "C", "C", "C", "O", "H", "H", "H", "H", "C", "C", "C", "O", "C", "C", "C", "O", "H", "H", "H", "H", "C", "C", "C", "O", "C", "C", "C", "O", "H", "H", "H", "H", "C", "C", "C", "O", "C", "C", "C", "O", "H", "H", "H", "H"], "coordinates": [[-2.195, 0.693, -1.912], [-1.497, -0.171, -1.729], [-0.418, -0.891, -1.421], [-0.572, -1.274, -0.055], [-0.549, -0.121, 0.991], [0.626, -0.541, 1.838], [0.497, -1.930, 1.815], [0.357, -2.765, 2.798], [0.207, -4.224, 2.616], [1.158, -4.993, 3.374], [2.179, -4.160, 3.909], [2.019, -4.146, 5.064], [0.503, -2.221, 0.422], [-1.487, -1.891, 0.101], [-1.399, -0.309, 1.682], [-0.506, 0.891, 0.557], [0.544, -0.081, 2.745], [0.349, -2.351, 3.733], [-0.817, -4.504, 2.945], [0.309, -4.533, 1.559], [0.080, -3.111, 0.158], [2.316, 4.587, 0.303], [3.209, 4.697, -0.682], [3.569, 3.533, -1.526], [4.380, 3.627, -2.420], [2.895, 2.243, -1.234], [2.006, 2.142, -0.251], [1.649, 3.304, 0.591], [0.830, 3.193, 1.488], [2.041, 5.425, 0.931], [3.707, 5.628, -0.907], [3.167, 1.402, -1.860], [1.503, 1.213, -0.019], [-2.398, -1.447, 8.092], [-2.723, -1.340, 6.804], [-2.025, -2.131, 5.769], [-2.321, -2.029, 4.587], [-0.950, -3.047, 6.216], [-0.621, -3.157, 7.500], [-1.323, -2.364, 8.541], [-1.027, -2.464, 9.709], [-2.898, -0.876, 8.863], [-3.505, -0.676, 6.458], [-0.450, -3.618, 5.442], [0.163, -3.821, 7.844], [-0.724, -4.911, -5.279], [-1.232, -4.430, -6.413], [-1.284, -2.971, -6.675], [-1.747, -2.532, -7.703], [-0.746, -2.070, -5.626], [-0.239, -2.554, -4.495], [-0.188, -4.010, -4.235], [0.277, -4.447, -3.198], [-0.679, -5.972, -5.070], [-1.628, -5.074, -7.188], [-0.791, -1.008, -5.833], [0.159, -1.914, -3.717], [0.260, 4.840, -2.935], [-0.804, 4.611, -3.700], [-1.296, 5.630, -4.659], [-2.266, 5.423, -5.354], [-0.554, 6.912, -4.732], [0.511, 7.140, -3.966], [1.001, 6.122, -3.009], [1.975, 6.328, -2.311], [0.632, 4.107, -2.230], [-1.357, 3.680, -3.660], [-0.926, 7.643, -5.437], [1.064, 8.069, -4.006]], "forces_ev_per_angstrom": [[-2.7, 2.2, -0.8], [4.0, -2.1, 0.7], [-1.0, -0.1, 0.4], [-0.1, -0.7, 1.3], [-0.1, -1.0, 0.2], [-1.0, -0.6, 1.1], [1.0, 1.8, -2.9], [0.5, -0.1, -0.2], [-0.2, -0.9, -0.1], [-1.6, 0.1, -1.0], [0.0, 0.2, 1.5], [1.1, 0.3, -0.3], [-2.0, -0.2, 0.7], [0.1, 0.9, -0.8], [0.0, 0.9, -0.9], [0.1, -0.4, 0.5], [0.3, -0.3, -0.1], [-0.2, -0.4, -0.2], [0.7, 0.2, 0.1], [0.0, 0.6, 0.4], [1.0, -0.3, 0.3], [0.2, -0.1, 0.0], [0.0, -0.1, 0.4], [0.2, 0.2, -0.1], [-0.1, -0.1, 0.1], [-0.1, -0.2, 0.0], [0.1, 0.0, -0.2], [0.0, 0.3, 0.2], [0.0, -0.3, -0.1], [0.0, 0.0, 0.0], [0.1, -0.1, 0.0], [0.0, 0.0, 0.0], [0.1, 0.0, 0.0], [-0.1, 0.1, -0.1], [0.0, 0.0, 0.1], [-0.2, 0.1, 0.0], [0.4, -0.1, 0.0], [0.0, 0.2, 0.0], [0.2, -0.1, -0.2], [-0.1, 0.1, 0.3], [0.0, 0.0, -0.1], [0.0, 0.0, 0.0], [0.0, 0.0, 0.0], [0.0, -0.2, 0.1], [0.0, 0.0, 0.0], [0.0, 0.0, -0.1], [0.0, -0.1, 0.1], [-0.1, 0.0, -0.2], [0.0, 0.0, 0.1], [0.1, 0.1, 0.2], [-0.1, 0.1, -0.1], [0.1, -0.1, 0.1], [-0.1, 0.1, 0.1], [0.0, 0.0, 0.0], [0.0, 0.0, 0.0], [0.0, 0.0, -0.1], [0.1, 0.0, 0.0], [-0.1, -0.1, 0.0], [0.1, -0.1, 0.1], [-0.2, 0.0, -0.2], [0.1, 0.0, 0.1], [0.1, 0.1, 0.1], [-0.1, 0.1, -0.1], [0.1, 0.1, 0.0], [-0.3, 0.1, -0.4], [0.0, 0.0, 0.0], [0.0, 0.0, 0.0], [0.0, 0.0, 0.0], [0.0, 0.0, 0.0]]}

***

[2]
{"formula": "C32H60BBrINO9S", "method": "ωB97M-V/def2-TZVPD", "total_energy_ha": -5281.75558, "homo_energy_ev": -9.318, "orbital_gap_ev": 8.1, "lumo_ev": -1.2087, "spin_multiplicity": 1, "charge": 0, "max_force_ev_per_a": 4.922, "symbols": ["C", "C", "O", "B", "O", "N", "C", "O", "C", "C", "S", "C", "Br", "C", "C", "C", "C", "C", "C", "C", "C", "C", "C", "O", "C", "C", "I", "C", "C", "O", "H", "H", "H", "H", "H", "H", "H", "H", "H", "H", "H", "H", "H", "H", "H", "H", "H", "H", "H", "H", "H", "H", "H", "H", "H", "H", "H", "H", "C", "C", "C", "O", "H", "H", "H", "H", "H", "H", "H", "H", "C", "C", "C", "O", "H", "H", "H", "H", "H", "H", "H", "H", "C", "C", "C", "O", "H", "H", "H", "H", "H", "H", "H", "H", "C", "C", "C", "O", "H", "H", "H", "H", "H", "H", "H", "H"], "coordinates": [[2.703, -3.443, 0.894], [4.093, -2.604, 1.044], [3.863, -1.172, 1.063], [4.028, -0.605, -0.260], [3.614, -1.446, -1.384], [4.640, 0.758, -0.486], [4.354, 1.038, -1.933], [5.143, 0.895, -2.875], [2.861, 1.586, -1.847], [1.711, 1.637, -2.869], [1.963, 0.965, -4.573], [0.353, 2.275, -2.390], [-1.062, 2.355, -3.795], [0.127, 2.805, -0.931], [-1.259, 3.459, -0.463], [-2.536, 2.488, -0.747], [-3.642, 2.573, 0.433], [-3.706, 1.193, 1.257], [-4.370, 0.027, 0.359], [-3.946, -1.447, 0.908], [-2.742, -2.098, 0.067], [-3.222, -2.672, -1.374], [-1.964, -2.919, -2.374], [-2.411, -2.484, -3.685], [-1.336, -1.906, -4.461], [1.329, 2.713, 0.070], [1.246, 3.439, 2.126], [2.674, 2.104, -0.391], [4.067, 1.848, 0.356], [4.556, 2.424, 1.343], [1.904, -2.666, 0.610], [2.445, -3.984, 1.860], [2.840, -4.179, 0.024], [4.877, -2.940, 0.274], [4.523, -2.930, 2.066], [2.641, -1.297, -1.496], [1.450, -0.334, -4.575], [-1.408, 4.496, -0.948], [-1.289, 3.660, 0.674], [-2.096, 1.428, -0.806], [-2.980, 2.787, -1.764], [-3.429, 3.471, 1.100], [-4.650, 2.720, -0.089], [-4.384, 1.341, 2.161], [-2.655, 0.903, 1.635], [-5.516, 0.088, 0.349], [-3.995, 0.085, -0.728], [-3.576, -1.360, 1.994], [-4.835, -2.180, 0.872], [-1.875, -1.362, -0.116], [-2.353, -2.989, 0.678], [-3.730, -3.684, -1.209], [-3.985, -1.975, -1.860], [-1.678, -4.025, -2.401], [-1.092, -2.318, -1.949], [-1.751, -0.980, -5.011], [-0.437, -1.565, -3.848], [-0.990, -2.650, -5.266], [-1.396, -9.266, -2.369], [-1.608, -7.896, -1.743], [-2.970, -7.326, -2.106], [-0.586, -7.007, -2.191], [-1.435, -9.206, -3.461], [-0.409, -9.658, -2.109], [-2.155, -9.976, -2.031], [-1.519, -7.971, -0.656], [-3.064, -7.199, -3.190], [-3.103, -6.337, -1.659], [-3.776, -7.978, -1.760], [-0.657, -6.934, -3.152], [6.542, 6.838, -0.293], [5.857, 6.643, 1.051], [6.153, 5.270, 1.631], [4.454, 6.785, 0.895], [6.190, 6.099, -1.021], [6.307, 7.823, -0.704], [7.627, 6.746, -0.200], [6.190, 7.418, 1.747], [5.785, 4.481, 0.969], [5.646, 5.140, 2.590], [7.227, 5.127, 1.781], [4.159, 6.099, 0.282], [6.557, 3.897, 7.366], [5.580, 3.185, 6.444], [5.577, 3.806, 5.055], [4.267, 3.256, 6.998], [6.283, 4.950, 7.488], [6.540, 3.448, 8.363], [7.577, 3.845, 6.976], [5.846, 2.127, 6.372], [5.269, 4.856, 5.097], [4.862, 3.292, 4.407], [6.567, 3.751, 4.597], [4.023, 4.189, 7.065], [-7.969, -2.344, -1.313], [-8.177, -0.971, -0.695], [-9.537, -0.398, -1.063], [-7.153, -0.087, -1.146], [-8.006, -2.290, -2.406], [-6.983, -2.738, -1.050], [-8.730, -3.050, -0.972], [-8.090, -1.040, 0.393], [-9.629, -0.277, -2.147], [-9.669, 0.593, -0.621], [-10.346, -1.046, -0.715], [-7.220, -0.018, -2.108]], "forces_ev_per_angstrom": [[0.9, 0.8, -0.8], [-0.3, -2.2, 1.2], [1.1, 0.7, -2.8], [-0.1, -1.8, 1.3], [-0.3, 2.1, 1.4], [-0.2, -0.9, -0.1], [0.2, 0.5, -1.5], [-3.0, 0.5, 3.6], [-2.7, 1.4, 0.8], [-0.3, 0.7, 3.5], [-0.1, 0.1, 1.0], [2.5, -0.4, 1.9], [1.4, 0.0, 1.7], [2.3, -0.6, -0.7], [-0.3, -0.3, 0.2], [0.6, 0.5, 0.0], [0.2, -0.7, -0.8], [-0.5, 0.2, -0.5], [0.5, -0.8, 0.4], [0.5, 0.3, -0.3], [-0.5, -0.6, -0.4], [0.6, -0.5, 0.5], [-1.4, 0.0, 1.1], [2.1, 0.6, 0.7], [-0.2, 0.3, -1.3], [1.1, -1.2, -3.3], [0.0, -0.6, -1.7], [-2.2, 0.5, -2.3], [-0.7, 1.2, 1.0], [-1.8, -2.6, -3.8], [1.0, -1.4, 0.5], [0.2, 0.8, -1.4], [-0.5, 1.0, 1.4], [-1.3, 0.8, 0.9], [-0.5, 1.0, -1.5], [1.1, -0.4, 0.0], [0.2, 1.2, 0.7], [0.4, -1.7, 0.5], [0.6, -0.4, -1.8], [-0.9, 1.4, -0.1], [0.6, -0.7, 1.7], [-0.3, -1.2, -0.8], [1.3, -0.1, 1.0], [1.0, -0.2, -1.0], [-1.5, 0.4, -0.7], [1.9, 0.2, 0.0], [-0.7, 0.1, 1.6], [-0.8, -0.1, -1.5], [1.3, 1.1, 0.1], [-1.3, -0.9, 0.5], [-0.3, 1.3, -0.9], [0.5, 1.4, -0.2], [1.2, -0.9, 0.5], [-0.3, 1.4, 0.1], [-0.9, -0.6, -0.9], [0.6, -1.4, 0.9], [-1.2, -0.5, -0.5], [-0.3, 1.0, 1.2], [0.2, -0.2, 0.1], [-0.2, -0.1, -0.7], [-0.2, 0.2, 0.2], [0.2, 0.2, 0.2], [-0.1, 0.1, 0.1], [-0.1, 0.0, 0.1], [0.0, 0.0, -0.1], [0.2, 0.1, -0.1], [0.0, -0.1, 0.0], [0.0, -0.1, 0.0], [0.0, 0.1, -0.1], [0.0, 0.0, 0.2], [0.1, 0.3, -0.1], [0.2, -0.6, -0.4], [0.1, 0.0, 0.2], [-0.4, 0.3, 0.1], [0.1, -0.1, 0.1], [0.1, 0.0, 0.1], [-0.1, 0.0, -0.1], [-0.2, 0.0, 0.0], [0.1, 0.1, 0.0], [0.1, 0.0, -0.1], [-0.1, 0.0, 0.0], [0.0, 0.1, 0.1], [0.2, -0.2, 0.2], [0.0, 0.7, -0.1], [-0.1, -0.2, -0.2], [-0.2, -0.3, 0.1], [0.0, 0.0, -0.2], [0.0, 0.0, -0.1], [-0.1, 0.0, 0.0], [-0.2, 0.0, 0.1], [0.1, 0.0, 0.1], [0.1, 0.0, 0.0], [-0.1, 0.0, 0.0], [0.1, -0.2, 0.0], [0.2, -0.2, 0.2], [-0.2, -0.1, -0.7], [-0.2, 0.2, 0.2], [0.0, 0.1, 0.1], [-0.1, 0.1, 0.1], [-0.1, 0.0, 0.0], [0.0, 0.0, -0.1], [0.2, 0.1, -0.1], [0.0, -0.1, 0.0], [0.0, -0.1, 0.0], [0.0, 0.1, -0.1], [0.0, 0.0, 0.2]]}

***

[3]
{"formula": "C2H4N2O2S", "method": "ωB97M-V/def2-TZVPD", "total_energy_ha": -736.60146, "homo_energy_ev": -9.443, "orbital_gap_ev": 9.7, "lumo_ev": 0.2347, "spin_multiplicity": 1, "charge": 0, "max_force_ev_per_a": 5.873, "de_lowest_ev": 5.5360, "symbols": ["C", "C", "H", "H", "H", "H", "N", "N", "O", "O", "S"], "coordinates": [[1.085, 0.017, -0.166], [-1.268, -1.112, 0.516], [0.176, 3.107, 0.780], [2.138, 0.102, 0.014], [-1.019, -0.843, -1.491], [-0.426, -0.680, 1.485], [0.154, 0.953, -0.257], [-0.489, -1.460, -0.663], [0.830, -1.240, -0.649], [-2.495, -1.199, 0.434], [1.314, 2.356, -0.006]], "forces_ev_per_angstrom": [[-2.4, 0.5, -2.4], [-0.1, 0.3, 0.4], [2.8, -1.3, -1.7], [0.4, 0.2, 0.4], [1.9, -2.1, 2.4], [-3.0, -1.7, -2.3], [5.0, -0.5, 0.8], [-5.3, 1.3, -2.2], [1.4, 1.0, 1.8], [3.8, 0.5, 1.1], [-4.7, 1.8, 1.8]]}

***

Q: Number 2 is which compound?
A: C32H60BBrINO9S